DFT (the ωB97M-V functional and the def2-TZVPD basis) results for C3H3NO2 in the gas phase at a distorted geometry.

The molar mass is 85.06 g mol⁻¹. The frontier orbital gap is 0.3814 Eh. For the LUMO energy, the calculation gives 0.180 eV. Its spin multiplicity is 1. The value obtained for the maximum force is 3.86 eV Å⁻¹.

```
9
C3H3NO2 | the Open Molecules 2025 dataset | the ωB97M-V functional and the def2-TZVPD basis
C 1.320 -0.216 -0.935
C 0.361 0.001 -0.268
C -0.961 0.299 0.043
N -0.797 2.088 0.403
O 0.044 2.626 -0.279
O -1.642 2.625 1.043
H 2.288 -0.233 -1.373
H -1.535 -0.175 0.888
H -1.523 0.319 -0.840
```

Here are the Löwdin charges for atoms 1 to 4, given in e:
1. C 0.154
2. C -0.190
3. C -0.004
4. N -0.348

DFT (the ωB97M-V functional and the def2-TZVPD basis) results for C3H3NO2 in the gas phase at a distorted geometry.

The molar mass is 85.06 g mol⁻¹. The frontier orbital gap is 0.3940 Eh. For the LUMO energy, the calculation gives -0.140 eV. Its spin multiplicity is 1. The value obtained for the maximum force is 3.84 eV Å⁻¹.

```
9
C3H3NO2 | the Open Molecules 2025 dataset | the ωB97M-V functional and the def2-TZVPD basis
C 1.742 -1.128 -0.368
C 0.921 -0.305 -0.044
C -0.051 0.736 0.274
N -1.270 0.057 0.034
O -1.813 0.281 -1.029
O -1.768 -0.477 1.004
H 2.386 -1.829 -0.788
H -0.043 1.655 -0.452
H -0.103 1.010 1.369
```

Here are the Löwdin charges for atoms 1 to 4, given in e:
1. C 0.152
2. C -0.103
3. C -0.126
4. N -0.460

DFT (the ωB97M-V functional and the def2-TZVPD basis) results for a molecular structure, C3H3NO2 at a distorted geometry.

The molar mass is 85.06 g mol⁻¹. The frontier orbital gap is 0.3342 Eh. For the LUMO energy, the calculation gives 0.200 eV. Its spin multiplicity is 1. The value obtained for the maximum force is 3.21 eV Å⁻¹.

```
9
C3H3NO2 | the Open Molecules 2025 dataset | the ωB97M-V functional and the def2-TZVPD basis
O -0.182 -1.105 1.272
C -0.119 -0.416 0.098
C 1.171 0.074 -0.327
O 2.160 -0.201 0.335
C -1.237 0.047 -0.451
N -2.234 0.580 -0.922
H 0.729 -1.041 1.609
H -1.503 1.349 -0.388
H 1.216 0.715 -1.227
```

Here are the Löwdin charges for atoms 1 to 4, given in e:
1. O 0.045
2. C -0.338
3. C -0.229
4. O 0.030

DFT (the ωB97M-V functional and the def2-TZVPD basis) results for C3H3NO2 in the gas phase at a distorted geometry.

The molar mass is 85.06 g mol⁻¹. The frontier orbital gap is 0.3652 Eh. For the LUMO energy, the calculation gives 0.021 eV. Its spin multiplicity is 1. The value obtained for the maximum force is 3.41 eV Å⁻¹.

```
9
C3H3NO2 | the Open Molecules 2025 dataset | the ωB97M-V functional and the def2-TZVPD basis
O 0.345 0.449 1.399
C 0.615 0.812 -0.665
O 0.638 -0.576 -0.878
C -0.598 -1.002 -0.205
C -0.532 0.321 0.540
N -0.549 1.362 -0.430
H 1.587 1.296 -0.756
H -1.428 -1.141 -0.904
H -0.388 -1.883 0.396
```

Here are the Löwdin charges for atoms 1 to 4, given in e:
1. O 0.091
2. C -0.176
3. O -0.033
4. C -0.034

DFT (the ωB97M-V functional and the def2-TZVPD basis) results for 2 unconnected molecules or ions with the total composition C3H3NO2 at a distorted geometry.

The molar mass is 85.06 g mol⁻¹. The frontier orbital gap is 0.3286 Eh. For the LUMO energy, the calculation gives 0.025 eV. Its spin multiplicity is 1. The value obtained for the maximum force is 1.17 eV Å⁻¹.

```
9
C3H3NO2 | the Open Molecules 2025 dataset | the ωB97M-V functional and the def2-TZVPD basis
O 1.519 -0.168 0.412
C 0.949 0.415 -0.593
C 0.254 1.660 -0.333
O -0.784 1.478 0.296
C -1.343 -1.608 0.308
N -0.378 -2.224 0.175
H 1.550 -1.122 0.196
H 0.466 2.592 -0.896
H -2.233 -1.023 0.434
```

Here are the Löwdin charges for atoms 1 to 4, given in e:
1. O 0.043
2. C -0.053
3. C -0.293
4. O -0.003

DFT (the ωB97M-V functional and the def2-TZVPD basis) results for a molecular structure, C3H3NO2 at a distorted geometry.

The molar mass is 85.06 g mol⁻¹. The frontier orbital gap is 0.4093 Eh. For the LUMO energy, the calculation gives 0.737 eV. Its spin multiplicity is 1. The value obtained for the maximum force is 1.45 eV Å⁻¹.

```
9
C3H3NO2 | the Open Molecules 2025 dataset | the ωB97M-V functional and the def2-TZVPD basis
O -1.781 0.561 0.603
C 0.571 -0.852 0.775
O 0.509 -0.856 -0.597
C 0.075 0.488 -0.934
C -0.607 0.676 0.407
N 0.312 0.218 1.417
H 0.620 -1.831 1.234
H 0.934 1.135 -1.146
H -0.635 0.461 -1.758
```

Here are the Löwdin charges for atoms 1 to 4, given in e:
1. O 0.137
2. C -0.191
3. O -0.026
4. C -0.053

DFT (the ωB97M-V functional and the def2-TZVPD basis) results for 2 unconnected molecules or ions with the total composition C3H3NO2 at a distorted geometry.

The molar mass is 85.06 g mol⁻¹. The frontier orbital gap is 0.3308 Eh. For the LUMO energy, the calculation gives 0.918 eV. Its spin multiplicity is 1. The value obtained for the maximum force is 1.27 eV Å⁻¹.

```
9
C3H3NO2 | the Open Molecules 2025 dataset | the ωB97M-V functional and the def2-TZVPD basis
O -0.946 -1.451 0.065
C -0.083 -0.809 -0.679
C 0.596 -0.860 -1.804
O 0.775 0.214 -0.586
H -1.346 -0.902 0.766
H 1.418 -1.496 -2.069
C -0.115 1.784 1.421
N -0.745 0.825 1.440
H 0.445 2.696 1.446
```

Here are the Löwdin charges for atoms 1 to 4, given in e:
1. O 0.132
2. C -0.511
3. C 0.099
4. O -0.049

DFT (the ωB97M-V functional and the def2-TZVPD basis) results for C3H3NO2 in the gas phase.

The molar mass is 85.06 g mol⁻¹. The frontier orbital gap is 0.4037 Eh. For the LUMO energy, the calculation gives 0.620 eV. Its spin multiplicity is 1. The value obtained for the maximum force is 0.79 eV Å⁻¹.

```
9
C3H3NO2 | the Open Molecules 2025 dataset | the ωB97M-V functional and the def2-TZVPD basis
O 1.501 0.083 1.548
C 0.668 -0.257 0.760
C 0.660 -0.037 -0.750
O -0.665 0.516 -0.875
C -1.305 0.093 0.240
N -0.672 -0.570 1.126
H 0.714 -0.963 -1.338
H 1.414 0.676 -1.079
H -2.315 0.459 0.369
```

Here are the Löwdin charges for atoms 1 to 4, given in e:
1. O 0.130
2. C -0.447
3. C -0.056
4. O -0.022

DFT (the ωB97M-V functional and the def2-TZVPD basis) results for C3H3NO2 in the gas phase at a distorted geometry.

The molar mass is 85.06 g mol⁻¹. The frontier orbital gap is 0.4304 Eh. For the LUMO energy, the calculation gives -0.033 eV. Its spin multiplicity is 1. The value obtained for the maximum force is 1.17 eV Å⁻¹.

```
9
C3H3NO2 | the Open Molecules 2025 dataset | the ωB97M-V functional and the def2-TZVPD basis
C -1.200 -0.258 0.235
O -0.483 0.462 -0.776
C 0.829 0.647 -0.674
O 1.432 1.446 -1.332
C 1.554 -0.228 0.279
N 2.197 -0.887 0.980
H -0.750 -1.234 0.440
H -1.243 0.338 1.150
H -2.204 -0.390 -0.167
```

Here are the Löwdin charges for atoms 1 to 4, given in e:
1. C -0.039
2. O -0.014
3. C -0.499
4. O 0.163

DFT (the ωB97M-V functional and the def2-TZVPD basis) results for C3H3NO2S in the gas phase at a distorted geometry.

The molar mass is 117.13 g mol⁻¹. The frontier orbital gap (alpha / beta) is 0.2866 / 0.2866 Eh. For the LUMO energy (alpha / beta), the calculation gives -2.843 / -2.848 eV. Its spin multiplicity is 1. The value obtained for the maximum force is 6.14 eV Å⁻¹.

```
10
C3H3NO2S | the Open Molecules 2025 dataset | the ωB97M-V functional and the def2-TZVPD basis
C -3.261 -1.066 -0.459
C -0.959 -0.275 0.523
C -0.033 0.699 1.050
N -3.307 -2.200 -0.558
O -2.631 1.296 -1.207
O -3.425 0.922 1.008
S -2.496 0.457 -0.079
H 0.696 0.404 1.811
H 0.511 1.065 0.067
H -0.588 1.580 1.569
```

Here are the Löwdin charges for atoms 1 to 4, given in e:
1. C -0.312
2. C -0.017
3. C -0.178
4. N 0.154

DFT (the ωB97M-V functional and the def2-TZVPD basis) results for C3H3NO2S in the gas phase at a distorted geometry.

The molar mass is 117.13 g mol⁻¹. The frontier orbital gap is 0.3811 Eh. For the LUMO energy, the calculation gives 0.041 eV. Its spin multiplicity is 1. The value obtained for the maximum force is 16.67 eV Å⁻¹.

```
10
C3H3NO2S | the Open Molecules 2025 dataset | the ωB97M-V functional and the def2-TZVPD basis
N 0.728 -0.499 -3.198
C 0.170 -0.066 -2.345
S -0.730 0.734 -1.072
C 0.363 0.544 0.235
C -0.048 -0.512 1.353
O 0.704 -1.247 1.841
O -1.383 -0.582 1.585
H 0.626 1.329 0.725
H 1.365 0.425 -0.209
H -1.794 -0.126 1.086
```

Here are the Löwdin charges for atoms 1 to 4, given in e:
1. N 0.107
2. C -0.565
3. S 0.968
4. C -0.415

DFT (the ωB97M-V functional and the def2-TZVPD basis) results for C3H3NO2S in the gas phase at a distorted geometry.

The molar mass is 117.13 g mol⁻¹. The frontier orbital gap is 0.3668 Eh. For the LUMO energy, the calculation gives 0.164 eV. Its spin multiplicity is 1. The value obtained for the maximum force is 3.58 eV Å⁻¹.

```
10
C3H3NO2S | the Open Molecules 2025 dataset | the ωB97M-V functional and the def2-TZVPD basis
O -0.711 -2.151 -0.926
C -0.511 -1.088 -0.342
C -0.276 0.253 -1.118
S 1.330 0.724 -0.472
C 0.772 0.751 1.254
N -0.075 -0.056 1.809
O -0.556 -1.102 0.996
H -0.985 1.041 -0.923
H -0.283 0.118 -2.203
H 1.294 1.510 1.924
```

Here are the Löwdin charges for atoms 1 to 4, given in e:
1. O 0.093
2. C -0.529
3. C -0.367
4. S 0.916

DFT (the ωB97M-V functional and the def2-TZVPD basis) results for C3H3NO2S in the gas phase at a distorted geometry.

The molar mass is 117.13 g mol⁻¹. The frontier orbital gap is 0.3318 Eh. For the LUMO energy, the calculation gives 0.061 eV. Its spin multiplicity is 1. The value obtained for the maximum force is 4.36 eV Å⁻¹.

```
10
C3H3NO2S | the Open Molecules 2025 dataset | the ωB97M-V functional and the def2-TZVPD basis
C -1.366 -2.086 -0.168
C 0.191 -0.468 0.268
C -0.908 0.202 -0.297
N -1.864 -0.962 -0.571
O -3.600 0.769 -0.311
O -0.188 -1.998 0.253
S -2.585 0.167 0.501
H 1.087 -0.567 -0.234
H 0.344 -0.157 1.292
H -0.714 0.843 -1.135
```

Here are the Löwdin charges for atoms 1 to 4, given in e:
1. C -0.248
2. C -0.107
3. C -0.337
4. N -0.212

DFT (the ωB97M-V functional and the def2-TZVPD basis) results for C3H3NO2S2 in the gas phase at a distorted geometry.

The molar mass is 149.20 g mol⁻¹. The frontier orbital gap is 0.2906 Eh. For the LUMO energy, the calculation gives -1.605 eV. Its spin multiplicity is 1. The value obtained for the maximum force is 2.65 eV Å⁻¹.

```
11
C3H3NO2S2 | the Open Molecules 2025 dataset | the ωB97M-V functional and the def2-TZVPD basis
O 2.815 -0.713 -0.018
C 2.257 0.361 0.007
N 0.897 0.555 0.106
C 0.030 -0.498 -0.036
O 0.349 -1.688 -0.042
C -1.471 -0.067 -0.016
S -2.012 1.496 -0.021
S -2.495 -1.480 0.042
H 2.775 1.385 0.010
H 0.559 1.480 0.079
H -3.703 -0.832 -0.113
```

Here are the Löwdin charges for atoms 1 to 4, given in e:
1. O 0.079
2. C -0.292
3. N 0.099
4. C -0.510

DFT (the ωB97M-V functional and the def2-TZVPD basis) results for C3H3NO2S2 in the gas phase at a distorted geometry.

The molar mass is 149.20 g mol⁻¹. The frontier orbital gap is 0.3455 Eh. For the LUMO energy, the calculation gives -0.326 eV. Its spin multiplicity is 1. The value obtained for the maximum force is 4.83 eV Å⁻¹.

```
11
C3H3NO2S2 | the Open Molecules 2025 dataset | the ωB97M-V functional and the def2-TZVPD basis
O -2.921 -0.218 -0.552
C -1.841 -0.102 -0.125
N -1.442 0.121 1.189
C -0.224 0.253 1.239
C 0.434 -0.175 -0.399
S 1.275 -1.753 -0.526
S 1.634 1.159 -1.097
O -0.787 -0.284 -0.956
H 0.413 0.257 2.112
H 2.473 -1.441 -0.119
H 0.986 2.183 -0.767
```

Here are the Löwdin charges for atoms 1 to 4, given in e:
1. O 0.201
2. C -0.562
3. N 0.161
4. C -0.007

DFT (the ωB97M-V functional and the def2-TZVPD basis) results for 2 unconnected molecules or ions with the total composition C3H3NO3 at a distorted geometry.

The molar mass is 101.06 g mol⁻¹. The frontier orbital gap is 0.3545 Eh. For the LUMO energy, the calculation gives 0.456 eV. Its spin multiplicity is 1. The value obtained for the maximum force is 4.19 eV Å⁻¹.

```
10
C3H3NO3 | the Open Molecules 2025 dataset | the ωB97M-V functional and the def2-TZVPD basis
C -1.741 0.203 -1.130
C 0.626 -0.239 0.122
C 0.303 -1.339 0.840
N 0.718 0.976 0.451
O -0.811 -1.779 0.877
O -2.536 -0.483 -1.618
O 0.796 1.951 -0.527
H 0.465 1.499 -1.301
H 1.119 -2.091 0.943
H 1.062 1.301 1.342
```

Here are the Löwdin charges for atoms 1 to 4, given in e:
1. C 0.061
2. C -0.066
3. C -0.383
4. N -0.038

DFT (the ωB97M-V functional and the def2-TZVPD basis) results for a molecular structure, C3H3NO3.

The molar mass is 101.06 g mol⁻¹. The frontier orbital gap is 0.3486 Eh. For the LUMO energy, the calculation gives -0.494 eV. Its spin multiplicity is 1. The value obtained for the maximum force is 0.58 eV Å⁻¹.

```
10
C3H3NO3 | the Open Molecules 2025 dataset | the ωB97M-V functional and the def2-TZVPD basis
N -0.401 -1.128 -1.507
C 0.147 -0.443 -0.609
O 0.304 0.945 -0.666
C -0.278 1.677 0.285
O -1.105 1.092 1.069
C 0.827 -1.127 0.548
O 1.434 -0.528 1.397
H -0.798 -0.537 -2.240
H -0.855 2.277 1.202
H 0.724 -2.226 0.521
```

Here are the Löwdin charges for atoms 1 to 4, given in e:
1. N 0.221
2. C -0.379
3. O 0.042
4. C -0.240

DFT (the ωB97M-V functional and the def2-TZVPD basis) results for C3H3NO3 in the gas phase at a distorted geometry.

The molar mass is 101.06 g mol⁻¹. The frontier orbital gap is 0.3252 Eh. For the LUMO energy, the calculation gives -2.081 eV. Its spin multiplicity is 1. The value obtained for the maximum force is 7.51 eV Å⁻¹.

```
10
C3H3NO3 | the Open Molecules 2025 dataset | the ωB97M-V functional and the def2-TZVPD basis
O 0.349 0.154 1.950
C -0.544 -0.063 1.121
C -0.330 0.054 -0.368
C 0.797 0.914 -0.719
N 1.309 1.019 -1.986
O 0.864 0.264 -2.842
O 2.122 1.854 -2.263
H -1.548 -0.222 1.610
H -0.716 -0.467 -1.202
H 1.450 1.334 0.124
```

Here are the Löwdin charges for atoms 1 to 4, given in e:
1. O 0.022
2. C -0.227
3. C 0.080
4. C 0.018

DFT (the ωB97M-V functional and the def2-TZVPD basis) results for C3H3NO3 in the gas phase.

The molar mass is 101.06 g mol⁻¹. The frontier orbital gap is 0.3905 Eh. For the LUMO energy, the calculation gives -0.008 eV. Its spin multiplicity is 1. The value obtained for the maximum force is 0.55 eV Å⁻¹.

```
10
C3H3NO3 | the Open Molecules 2025 dataset | the ωB97M-V functional and the def2-TZVPD basis
H -0.313 1.654 -1.814
N -0.926 1.350 -1.056
C -0.434 0.381 -0.426
C -1.261 -0.300 0.641
O -1.313 -1.499 0.734
O 0.774 -0.207 -0.763
C 1.589 -0.553 0.270
O 1.377 -0.301 1.420
H -1.854 0.388 1.266
H 2.473 -1.065 -0.128
```

Here are the Löwdin charges for atoms 1 to 4, given in e:
1. H 0.084
2. N 0.209
3. C -0.373
4. C -0.185

DFT (the ωB97M-V functional and the def2-TZVPD basis) results for 2 unconnected molecules or ions with the total composition C3H3NO3S at a distorted geometry.

The molar mass is 133.13 g mol⁻¹. The frontier orbital gap is 0.1874 Eh. For the LUMO energy, the calculation gives 6.302 eV. Its spin multiplicity is 1. Its charge is -2. The value obtained for the maximum force is 4.83 eV Å⁻¹.

```
11
C3H3NO3S | the Open Molecules 2025 dataset | the ωB97M-V functional and the def2-TZVPD basis
C 2.584 -0.108 -0.191
C 1.364 0.227 -0.006
C -0.606 -0.912 0.487
N -1.325 -0.284 -0.249
O -2.823 1.448 -1.213
O -0.277 -1.782 1.231
O -3.242 0.553 1.159
S -2.981 0.216 -0.314
H 3.525 0.452 -0.678
H 2.853 -1.075 -0.076
H 0.927 1.262 -0.151
```

Here are the Löwdin charges for atoms 1 to 4, given in e:
1. C -0.307
2. C -0.194
3. C -0.569
4. N -0.144